[1]
{"formula": "C14H18F3NO3", "method": "wB97M-V/def2-TZVPD", "species": ["O", "C", "C", "C", "C", "C", "C", "O", "C", "C", "F", "F", "F", "O", "N", "C", "C", "C", "C", "C", "C", "H", "H", "H", "H", "H", "H", "H", "H", "H", "H", "H", "H", "H", "H", "H", "H", "H", "H"], "xyz": [[-3.064, -1.166, -1.883], [-2.224, -0.666, -1.149], [-1.611, -1.513, -0.101], [-2.150, -2.650, 0.447], [-1.180, -3.162, 1.334], [-0.108, -2.318, 1.253], [1.206, -2.300, 1.954], [1.085, -1.434, 3.084], [2.195, -1.391, 3.918], [3.396, -0.659, 3.298], [3.035, 0.423, 2.604], [4.252, -0.255, 4.248], [4.103, -1.436, 2.461], [-0.366, -1.321, 0.388], [-1.854, 0.631, -1.248], [-0.916, 1.305, -0.380], [0.505, 1.280, -0.955], [0.823, 2.446, -1.898], [-0.344, 2.936, -2.764], [-1.239, 1.833, -3.332], [-2.349, 1.397, -2.372], [-3.119, -3.049, 0.233], [-1.260, -4.039, 1.942], [1.470, -3.312, 2.288], [1.976, -1.928, 1.267], [2.541, -2.394, 4.212], [1.894, -0.829, 4.807], [-1.255, 2.337, -0.255], [-0.930, 0.832, 0.601], [0.632, 0.332, -1.480], [1.223, 1.290, -0.134], [1.181, 3.295, -1.311], [1.645, 2.138, -2.549], [-0.966, 3.626, -2.190], [0.080, 3.511, -3.591], [-1.726, 2.206, -4.235], [-0.640, 0.966, -3.615], [-3.062, 0.757, -2.895], [-2.879, 2.280, -1.997]], "e_tot_ha": -1124.34893, "largest_force_ev_per_a": 1.25, "smiles": "O=C(c1ccc(COCC(F)(F)F)o1)N1CCCCCC1", "homo_lumo_gap_ev": 9.57}

=====

[2]
{"formula": "C14H18FeNO3", "method": "wB97M-V/def2-TZVPD", "species": ["O", "C", "Fe", "C", "O", "C", "O", "C", "C", "C", "C", "C", "C", "C", "H", "H", "H", "H", "H", "H", "H", "C", "C", "C", "C", "N", "H", "H", "H", "H", "H", "H", "H", "H", "H", "H", "H"], "xyz": [[-5.321, -1.567, 5.020], [-4.331, -1.373, 4.440], [-3.301, -0.964, 3.102], [-4.326, -1.633, 1.845], [-5.149, -1.884, 1.058], [-4.094, 0.569, 2.763], [-4.808, 1.457, 2.508], [0.038, 0.318, 0.182], [0.319, 0.995, 1.498], [-0.470, 0.987, 2.614], [-1.096, -0.123, 3.271], [-1.215, -1.426, 2.684], [-1.222, -1.665, 1.253], [-1.016, -0.749, 0.275], [-0.379, 1.043, -0.551], [1.143, 1.731, 1.373], [-0.589, 1.964, 3.136], [-1.245, -0.018, 4.363], [-1.073, -2.290, 3.360], [-1.619, -2.668, 0.987], [-1.697, -0.758, -0.578], [4.017, 0.970, -4.668], [2.802, 1.021, -3.742], [2.762, 0.191, -2.452], [1.423, 0.407, -1.769], [1.260, -0.190, -0.430], [3.872, 1.667, -5.502], [4.954, 1.270, -4.196], [4.174, -0.006, -5.131], [2.664, 2.077, -3.490], [1.938, 0.749, -4.355], [2.893, -0.878, -2.686], [3.579, 0.505, -1.784], [1.200, 1.466, -1.612], [0.616, -0.018, -2.372], [2.084, 0.024, 0.151], [1.213, -1.198, -0.562]], "e_tot_ha": -2087.99480, "charge": 1, "largest_force_ev_per_a": 7.34, "spin_multiplicity": 5, "s2": 6.11, "relative_energy_ev": 0.0000, "homo_lumo_gap_ev": [6.56, 5.38]}

=====

[3]
{"formula": "C14H18IrN6OP", "method": "wB97M-V/def2-TZVPD", "species": ["Ir", "C", "N", "C", "C", "N", "C", "P", "C", "N", "C", "C", "N", "C", "C", "N", "C", "C", "N", "C", "H", "H", "H", "H", "H", "H", "H", "H", "H", "H", "H", "H", "H", "H", "H", "C", "C", "O", "H", "H", "H"], "xyz": [[0.084, 0.338, 0.805], [-4.229, -2.107, -1.875], [-2.885, -1.627, -1.701], [-1.868, -1.753, -2.570], [-0.755, -1.178, -1.977], [-1.108, -0.709, -0.763], [-2.420, -0.983, -0.603], [-3.500, -0.508, 0.812], [-2.960, 1.257, 0.837], [-1.697, 1.715, 0.923], [-1.761, 3.058, 0.965], [-3.091, 3.437, 0.890], [-3.818, 2.309, 0.801], [-5.247, 2.243, 0.659], [-2.370, -1.145, 2.127], [-1.071, -0.831, 2.301], [-0.629, -1.529, 3.368], [-1.676, -2.290, 3.855], [-2.745, -2.041, 3.074], [-4.035, -2.656, 3.231], [-4.295, -2.724, -2.770], [-4.930, -1.277, -1.978], [-4.532, -2.706, -1.015], [-1.963, -2.219, -3.534], [0.239, -1.101, -2.378], [-0.896, 3.685, 1.058], [-3.522, 4.421, 0.901], [-5.663, 3.249, 0.711], [-5.694, 1.642, 1.453], [-5.515, 1.811, -0.307], [0.371, -1.446, 3.750], [-1.695, -2.972, 4.686], [-4.132, -3.049, 4.243], [-4.156, -3.491, 2.537], [-4.836, -1.937, 3.057], [4.324, 1.882, 1.474], [3.259, 0.956, 1.234], [2.076, 1.063, 0.967], [5.086, 1.761, 0.692], [4.835, 1.615, 2.406], [4.015, 2.936, 1.518]], "e_tot_ha": -1392.59227, "charge": 3, "largest_force_ev_per_a": 5.51, "spin_multiplicity": 2, "s2": 0.81, "relative_energy_ev": 2.9622, "homo_lumo_gap_ev": [5.62, 5.72]}